(1)
The following is a DFT calculation (ωB97M-V/def2-TZVPD) of C33H35N7O7S2Ta as an isolated structure in a non-equilibrium geometry.

Calculated values
Total charge ... +3
ΔE to the lowest compared entry with this formula, charge and spin ... 148.29 kJ/mol
2S+1 ... 1
Lowest unoccupied orbital energy ... -0.3233 Eh

Each line ends with the Mulliken charge.
Atoms and positions in Å:
Ta1 -0.5748 0.4266 0.7157  1.248
C1 7.4246 -0.4258 -0.1961  -1.508
C2 5.9408 -0.3810 -0.3995  0.855
C3 5.1121 0.2816 0.5179  -1.105
C4 3.7465 0.3159 0.3474  -0.323
C5 3.2059 -0.3127 -0.7785  -0.210
C6 4.0005 -0.9675 -1.7218  -0.349
C7 5.3659 -0.9907 -1.5168  -0.890
S1 1.5160 -0.3999 -0.9654  1.957
O1 1.1465 -0.8741 -2.2586  -0.734
O2 0.8777 -1.1135 0.2129  -0.688
N1 0.7722 1.0220 -0.6293  0.658
C8 1.2186 2.3218 -0.9824  0.486
C9 2.1240 2.6456 -1.9492  -0.727
C10 2.4595 4.0060 -2.1465  -1.037
C11 1.9033 4.9850 -1.3745  -0.902
C12 0.9920 4.6474 -0.3399  0.299
C13 0.4263 5.5809 0.5550  -0.708
C14 -0.3716 5.1326 1.5705  -1.275
C15 -0.6579 3.7631 1.6789  -0.040
N2 -0.2036 2.8548 0.8293  0.675
C16 0.6491 3.3005 -0.1575  0.651
H1 7.6971 -0.2382 0.8403  0.387
H2 7.9057 0.3392 -0.8110  0.321
H3 7.8336 -1.3870 -0.5036  0.412
H4 5.5585 0.7688 1.3754  0.424
H5 3.1078 0.8163 1.0650  0.337
H6 3.5505 -1.4492 -2.5795  0.570
H7 5.9999 -1.4980 -2.2329  0.459
H8 2.5775 1.8817 -2.5683  0.614
H9 3.1653 4.2626 -2.9244  0.463
H10 2.1591 6.0253 -1.5303  0.489
H11 0.6391 6.6368 0.4360  0.510
H12 -0.7928 5.8158 2.2944  0.478
H13 -1.2805 3.4010 2.4824  0.509
C17 2.1806 -1.5989 4.6218  -0.939
O3 1.7191 -0.9315 3.4098  -0.234
C18 0.9187 0.0817 3.4603  0.240
O4 0.6059 0.5979 2.3306  0.281
N3 0.4953 0.5695 4.6083  -0.072
N4 -0.3115 1.7119 4.6545  -0.539
H14 2.7824 -2.4279 4.2718  0.242
H15 1.3298 -1.9771 5.1871  0.408
H16 2.7917 -0.9146 5.2088  0.411
H17 0.7960 0.1315 5.4698  0.209
H18 0.2321 2.4828 5.0287  0.282
H19 -1.1013 1.5310 5.2641  0.277
N5 -2.4042 1.7327 -0.6240  -0.613
N6 -3.6086 2.0656 0.0077  -0.469
C19 -3.7915 1.8308 1.3094  1.108
N7 -4.9839 2.0714 1.8329  -0.445
S2 -2.5278 1.2960 2.2991  -0.538
H20 -2.0063 2.5893 -1.0049  0.440
H21 -2.6069 1.0823 -1.3843  0.366
H22 -4.3680 2.4031 -0.5694  0.242
H23 -5.7688 2.4012 1.2908  0.221
H24 -5.1468 1.8740 2.8078  0.218
O5 -1.5305 -0.6999 -1.1539  -0.607
C20 -2.1217 -2.0591 -0.8601  3.153
C21 -2.1878 -2.1527 0.6664  -0.326
O6 -2.7330 -2.9868 1.2933  -0.507
O7 -1.5584 -1.0749 1.2421  -0.546
C22 -3.5411 -2.1004 -1.3965  -0.199
C23 -3.9971 -3.1207 -2.2157  -0.447
C24 -5.3104 -3.1037 -2.6769  -0.852
C25 -6.1654 -2.0718 -2.3306  -0.757
C26 -5.7204 -1.0614 -1.4847  -0.742
C27 -4.4215 -1.0885 -1.0122  -0.085
C28 -1.2123 -3.1190 -1.4524  -0.171
C29 -0.8802 -3.0008 -2.8027  0.138
C30 -0.1060 -3.9653 -3.4238  -1.133
C31 0.3254 -5.0737 -2.7054  -0.667
C32 -0.0054 -5.1975 -1.3648  -0.872
C33 -0.7666 -4.2210 -0.7334  -0.357
H25 -0.8613 -0.8766 -1.8466  0.163
H26 -3.3457 -3.9379 -2.4925  0.509
H27 -5.6591 -3.9032 -3.3162  0.471
H28 -7.1778 -2.0566 -2.7107  0.423
H29 -6.3963 -0.2679 -1.1905  0.414
H30 -4.0913 -0.3399 -0.2994  0.135
H31 -1.2706 -2.1812 -3.4002  0.490
H32 0.1414 -3.8632 -4.4722  0.488
H33 0.8900 -5.8535 -3.1990  0.469
H34 0.3138 -6.0656 -0.8041  0.488
H35 -1.0307 -4.3536 0.3070  0.525


(2)
The following is a DFT calculation (ωB97M-V/def2-TZVPD) of a 2-piece molecular cluster, C33H36BF2O8 overall in a non-equilibrium geometry.

Calculated values
Total charge ... -1
2S+1 ... 1
Lowest unoccupied orbital energy ... 0.0369 Eh

Each line ends with the Mulliken charge.
Atoms and positions in Å:
C1 1.2280 0.5062 1.3305  0.145
C2 0.2738 1.2380 1.2012  -0.582
C3 -0.8450 2.2232 1.5341  -0.829
C4 -1.8650 1.5959 2.5220  0.490
C5 -3.1739 1.2491 2.0631  0.292
C6 -3.6629 1.5133 0.6142  -1.395
C7 -2.9821 0.6485 -0.5129  -0.322
O1 -3.8759 -0.2735 -1.1563  -0.490
C8 -3.3095 -1.5726 -1.2450  -0.321
C9 -2.3185 -1.7947 -2.4580  -0.443
O2 -1.9803 -0.6017 -3.1997  -0.500
C10 -0.6197 -0.3565 -3.1005  0.275
C11 -0.0766 0.7324 -2.3826  -0.636
C12 1.3236 0.9431 -2.2619  -0.363
C13 2.2698 0.0697 -2.8747  0.049
C14 3.8266 0.2804 -2.6949  2.795
C15 4.0162 1.8184 -2.5192  -1.979
C16 4.4611 -0.1126 -4.0669  -1.828
C17 4.2225 -0.6024 -1.4758  -1.431
C18 5.7209 -0.6978 -1.0757  2.324
C19 6.4145 0.6450 -0.6834  -1.535
C20 6.6370 -1.4894 -2.0985  -1.610
C21 5.7495 -1.5882 0.2506  -1.570
C22 1.7138 -1.0070 -3.6181  -0.292
C23 0.3206 -1.2177 -3.7410  -0.669
C24 -4.1047 0.6355 2.9721  -0.518
C25 -3.7783 0.3876 4.3200  -1.350
C26 -2.4899 0.7553 4.7627  0.803
C27 -1.5193 1.3600 3.8905  0.588
C28 -0.1778 1.7221 4.5221  0.449
O3 0.8908 1.7700 3.9590  -0.526
C29 -0.2007 2.0465 6.0306  -0.568
C30 -1.1063 1.4888 6.8318  -0.517
C31 -2.1449 0.5222 6.2436  0.021
O4 -2.6722 -0.3303 6.9183  -0.547
H1 2.0781 -0.1423 1.5145  0.522
H2 -1.3644 2.4084 0.5684  0.252
H3 -0.4177 3.1669 1.9274  0.585
H4 -4.7637 1.3519 0.5847  0.462
H5 -3.4528 2.5806 0.3772  0.446
H6 -2.0534 0.1293 -0.1953  0.541
H7 -2.6978 1.3669 -1.3192  0.244
H8 -2.8282 -1.8794 -0.2921  0.280
H9 -4.1599 -2.2704 -1.4083  0.330
H10 -2.7593 -2.5107 -3.1871  0.354
H11 -1.4203 -2.3104 -2.0474  0.305
H12 -0.7223 1.4677 -1.8828  0.234
H13 1.6484 1.8019 -1.6537  0.211
H14 3.4480 2.3684 -3.3009  0.459
H15 5.0858 2.0898 -2.6604  0.449
H16 3.7210 2.1923 -1.5183  0.281
H17 4.0106 0.5435 -4.8454  0.427
H18 5.5454 0.1142 -4.0493  0.456
H19 4.2701 -1.1661 -4.3578  0.247
H20 3.8293 -1.6311 -1.6572  0.390
H21 3.6573 -0.2261 -0.5899  0.076
H22 7.2499 0.4729 0.0289  0.443
H23 6.7045 1.2759 -1.5441  0.250
H24 5.6653 1.2331 -0.0959  0.297
H25 6.0301 -2.0968 -2.8014  0.233
H26 7.3406 -2.1215 -1.5208  0.491
H27 7.2278 -0.7347 -2.6664  0.294
H28 4.8122 -1.4458 0.8247  0.271
H29 6.6211 -1.3388 0.8852  0.390
H30 5.8561 -2.6537 -0.0493  0.415
H31 2.3543 -1.7415 -4.1321  0.134
H32 -0.0809 -2.0656 -4.3217  0.391
H33 -5.1156 0.3542 2.5992  0.234
H34 -4.4685 -0.0714 5.0402  0.469
H35 0.5281 2.7407 6.4807  0.367
H36 -1.1593 1.6912 7.9144  0.358
B1 -6.8200 -2.6443 1.0065  0.526
O5 -7.9132 -2.6898 0.0008  -0.471
C32 -8.2546 -1.4476 -0.2950  0.288
O6 -9.1131 -1.1358 -1.0778  -0.615
C33 -7.3961 -0.5020 0.4996  0.769
O7 -7.4445 0.7014 0.4665  -0.648
O8 -6.5614 -1.1982 1.2546  -0.165
F1 -5.6584 -3.2444 0.5077  -0.346
F2 -7.2239 -3.2894 2.1869  -0.336


(3)
The following is a DFT calculation (ωB97M-V/def2-TZVPD) of C33H36ClN5Ta as an isolated structure.

Calculated values
Total charge ... +3
ΔE to the lowest compared entry with this formula, charge and spin ... 113.22 kJ/mol
2S+1 ... 1
Lowest unoccupied orbital energy ... -0.3666 Eh

Each line ends with the Mulliken charge.
Atoms and positions in Å:
Ta1 0.1264 0.0345 -0.0909  -0.042
C1 -3.8406 -0.2354 -0.7909  -1.637
C2 -3.1184 1.0189 -0.3303  -0.408
C3 -2.5211 1.0133 1.0934  -1.065
N1 -1.0494 1.1808 1.0983  0.025
C4 -0.4738 2.0616 1.9858  0.911
C5 -1.1552 2.5672 3.0918  -0.543
C6 -0.7742 3.5278 4.0228  -0.726
C7 0.3817 4.2797 4.0845  -0.549
C8 1.4925 4.1628 3.2624  -0.760
C9 1.7444 3.2463 2.2573  -0.722
C10 0.9292 2.2385 1.7269  0.856
N2 1.4035 1.3328 0.8339  0.101
C11 2.8375 1.3539 0.5067  -1.088
C12 3.2315 0.1718 -0.3611  -0.758
C13 2.9962 -1.1417 0.3516  -1.458
N3 1.5552 -1.3077 0.5667  0.449
C14 1.1210 -2.2495 1.4389  1.038
C15 2.0093 -3.1794 2.0133  -0.829
C16 1.7907 -4.1419 2.9751  -0.667
C17 0.6239 -4.4498 3.6739  -0.573
C18 -0.6298 -3.9325 3.4487  -0.838
C19 -1.0442 -3.0325 2.4645  -0.442
C20 -0.3169 -2.3162 1.5270  0.418
N4 -0.9456 -1.5602 0.5325  1.506
C21 -2.2803 -2.0552 0.1269  -1.290
C22 -2.8666 -1.3607 -1.1008  -0.514
H1 -4.5807 -0.5595 -0.0543  0.320
H2 -4.3996 0.0086 -1.6946  0.541
H3 -2.3287 1.1979 -1.0704  0.043
H4 -3.7725 1.8866 -0.4234  0.479
H5 -2.9564 1.8595 1.6159  0.837
H6 -2.7930 0.1196 1.6574  0.422
H7 -2.1407 2.1614 3.2681  0.555
H8 -1.5105 3.7311 4.7916  0.424
H9 0.4332 5.0279 4.8657  0.417
H10 2.3021 4.8550 3.4624  0.423
H11 2.7323 3.3294 1.8276  0.483
H12 3.0635 2.2857 -0.0204  0.604
H13 3.4289 1.3313 1.4260  0.702
H14 2.6811 0.1679 -1.3158  -0.129
H15 4.2794 0.2701 -0.6423  0.481
H16 3.3778 -1.9805 -0.2365  0.679
H17 3.5287 -1.1318 1.3067  0.694
H18 3.0283 -3.1348 1.6575  0.501
H19 2.6635 -4.7255 3.2447  0.433
H20 0.7128 -5.1963 4.4534  0.418
H21 -1.4224 -4.3063 4.0862  0.437
H22 -2.1149 -2.8862 2.4404  0.414
H23 -2.1673 -3.1254 -0.0602  0.733
H24 -2.9901 -1.9506 0.9498  0.758
H25 -2.0602 -0.9746 -1.7510  -0.009
H26 -3.3531 -2.1200 -1.7110  0.482
C23 -0.8432 -2.2076 -4.5352  -0.508
C24 -0.9602 -2.9538 -3.3724  -0.624
C25 0.0335 -2.8976 -2.4055  -0.365
C26 1.1742 -2.1164 -2.6167  -0.122
C27 1.2991 -1.4016 -3.8127  -0.856
C28 0.2837 -1.4243 -4.7547  -0.515
H27 -1.6085 -2.2751 -5.2970  0.461
H28 -1.8142 -3.6044 -3.2371  0.572
H29 -0.0284 -3.5261 -1.5248  0.441
H30 2.0214 -2.2485 -1.9550  0.715
H31 2.2316 -0.8979 -4.0450  0.645
H32 0.3946 -0.8844 -5.6857  0.515
Cl1 -1.3269 5.3566 -1.9626  -0.148
C29 -0.4247 3.9477 -2.3141  -0.287
C30 0.4451 3.8904 -3.3994  -0.260
C31 1.1407 2.7105 -3.6008  -1.378
C32 0.9436 1.6472 -2.7432  0.216
N5 0.1003 1.6909 -1.6928  0.358
C33 -0.5631 2.8484 -1.4898  0.068
H33 0.5688 4.7443 -4.0525  0.507
H34 1.8279 2.6002 -4.4279  0.525
H35 1.4483 0.7131 -2.9270  0.198
H36 -1.2121 2.9206 -0.6307  0.305


no.,orbital gap (Ha)
1,0.2540
2,0.2876
3,0.2385